(1)
130
Properties=species:S:1:pos:R:3:forces:R:3:mulliken_charge:R:1 method="wB97M-V/def2-TZVPD" multiplicity=1 e_tot_ha=-3219.46206 total_charge=0 e_lumo_ha=0.00891 mol_weight_g_mol=895.98 homo_lumo_gap_ev=8.00 homo_ev=-7.75 smiles="CC1(C)CCCC(C)(C)N1O.CC1(C)CCCC(C)(C)N1O.CC1(C)CCCC(C)(C)N1O.O=C1OC[C@@H](F)O1.O=C1OC[C@@H](F)O1.O=C1OC[C@@H](F)O1.O=C1OC[C@@H](F)O1"
C -2.362562 -0.464987 5.135445 0.02 0.44 -0.75 -1.6135
C -3.094208 -0.485287 3.746012 0.75 1.29 -0.91 1.1743
C -2.087186 -0.643837 2.523094 -0.81 1.16 0.21 -1.0263
C -3.886441 -1.755390 3.623141 -1.51 0.50 2.55 -1.1062
C -5.131396 -1.704335 4.510816 -0.85 0.91 -1.83 -0.7528
C -5.993280 -0.549991 4.006777 -0.90 -0.38 2.11 -1.3722
C -5.320162 0.844313 4.069149 -0.72 -0.15 -1.47 1.6529
C -6.146011 1.711328 3.119373 -0.04 1.51 -0.39 -2.0584
C -5.286355 1.420842 5.485393 -0.44 -0.82 0.42 -1.6721
N -4.007085 0.733073 3.465987 -0.15 -4.69 -0.32 0.6238
O -3.386225 1.891806 3.216099 1.29 1.56 -0.21 -0.2470
H -2.976829 -0.802573 5.970201 -0.03 -0.56 -0.26 0.2947
H -1.453084 -1.047897 4.989933 -0.08 -0.25 0.45 0.5012
H -2.036064 0.504351 5.512105 0.10 0.43 -0.56 0.3169
H -2.654223 -0.439130 1.614978 -0.32 0.20 0.06 -0.4262
H -1.278053 0.085974 2.495162 0.28 -0.31 0.28 0.4083
H -1.770072 -1.673514 2.357863 0.44 0.07 0.68 0.4234
H -4.269963 -1.836304 2.606050 0.54 -0.76 -0.06 0.3724
H -3.397313 -2.558346 4.174609 1.02 -0.45 -1.42 0.4372
H -5.676121 -2.607122 4.234526 -0.15 -0.26 0.85 0.3654
H -4.976810 -1.566306 5.580934 0.31 -0.51 -0.07 0.3569
H -6.819723 -0.539489 4.717403 -0.25 0.55 0.40 0.3898
H -6.589753 -0.856894 3.147633 0.88 0.56 -0.90 0.4292
H -7.140863 1.916850 3.514524 -0.10 -0.17 -0.04 0.4822
H -6.200350 1.410804 2.073040 -0.22 -1.17 0.21 0.3650
H -5.691835 2.677125 2.897857 0.22 0.39 0.87 0.4484
H -4.859090 0.659865 6.138427 0.66 0.22 0.10 0.3571
H -6.271334 1.513887 5.942860 -0.31 0.39 -0.43 0.4403
H -4.772000 2.379513 5.552336 0.11 -0.15 -0.03 0.2969
H -2.774450 2.047225 3.939406 0.31 0.41 0.52 0.2852
C 4.823468 -2.881515 -1.311748 -0.21 -0.52 1.02 -1.1946
C 6.057609 -3.127609 -0.344928 -0.17 0.37 0.16 1.2806
C 7.237536 -3.516489 -1.222021 -0.47 -0.96 0.89 -2.0983
C 6.542344 -1.833330 0.366428 -1.69 -0.25 -0.03 -1.1105
C 5.744443 -1.582857 1.627557 0.88 0.49 0.10 0.0179
C 5.816225 -2.747160 2.598029 -0.79 0.97 0.08 -0.9784
C 5.164417 -3.994252 1.998147 -0.30 -0.63 0.57 1.1301
C 5.353082 -5.136493 3.066039 1.21 -1.48 -2.13 -1.8154
C 3.627178 -3.767043 1.924662 0.47 -0.07 0.37 -1.5220
N 5.877566 -4.219958 0.695370 0.78 3.47 1.70 0.3835
O 6.051083 -5.491123 0.276977 -0.73 -1.09 -1.01 -0.4826
H 4.848327 -1.925146 -1.834096 0.51 -0.09 -0.17 0.2546
H 4.755164 -3.706344 -2.021030 0.23 0.06 -0.31 0.3163
H 3.834169 -2.901192 -0.854593 0.16 0.05 0.58 0.2694
H 7.580429 -2.682726 -1.834697 -0.17 -0.24 -0.19 0.2838
H 7.986613 -3.812063 -0.487441 0.46 -0.04 -0.42 0.6347
H 6.906160 -4.415809 -1.741156 0.62 0.13 -0.64 0.3691
H 7.617300 -1.858495 0.545125 -0.05 -0.15 0.11 0.3160
H 6.291700 -0.966457 -0.244962 0.45 -0.09 -0.59 0.4427
H 6.148903 -0.661535 2.046695 0.01 0.02 0.48 0.4176
H 4.721778 -1.317504 1.359505 -0.18 -0.25 0.04 -0.2212
H 5.271687 -2.417037 3.482683 -0.22 -0.34 0.24 0.4564
H 6.833757 -2.928490 2.944227 0.13 -0.21 -0.36 0.3280
H 6.400399 -5.316082 3.308877 0.24 1.13 0.95 0.3971
H 5.334682 -6.115834 2.587863 -1.06 -0.18 -0.64 0.4130
H 4.639115 -5.234781 3.883769 0.30 0.77 0.01 0.3651
H 3.389858 -2.831725 1.417761 -0.31 -0.21 0.18 0.0286
H 3.335561 -3.757559 2.974883 -0.31 0.70 -0.01 0.5568
H 3.008244 -4.582123 1.549613 0.42 -0.17 -0.60 0.3286
H 5.265883 -5.580753 -0.268036 -0.27 -1.24 -0.41 0.3874
C -4.171894 5.053607 0.445256 0.66 0.41 -1.42 -2.1613
C -3.572848 4.051432 -0.589630 -0.50 -0.23 1.16 2.0743
C -2.087098 4.424509 -0.925735 -0.99 -1.06 -0.47 -1.6777
C -3.668231 2.733247 0.192614 0.02 -1.55 0.33 -0.9774
C -3.596439 1.405718 -0.593844 0.47 1.82 -0.95 0.9175
C -4.677625 1.457092 -1.664249 -0.15 0.96 -1.38 -1.8058
C -4.728639 2.794355 -2.603744 1.04 -0.19 1.55 1.7108
C -3.540113 2.717306 -3.585855 -1.07 0.09 -0.59 -1.6610
C -6.088705 3.033590 -3.325971 -0.34 -0.83 0.87 -1.7905
N -4.549225 3.972248 -1.707452 -0.04 -0.47 1.39 0.1543
O -4.578784 5.198375 -2.371058 -0.24 0.17 -0.46 -0.4798
H -4.118808 6.061573 0.033815 -0.20 0.10 -0.08 0.4258
H -5.219144 4.772708 0.556872 0.16 0.16 0.56 0.4430
H -3.543940 5.083893 1.335679 -0.38 -0.37 0.27 0.3466
H -1.372533 4.252875 -0.120724 -0.42 0.08 0.32 0.3938
H -1.807428 3.690214 -1.681171 0.47 0.41 -0.32 0.2454
H -1.933529 5.448581 -1.266025 -0.13 -0.09 -0.18 0.5363
H -2.905040 2.736339 0.970844 -0.16 0.07 0.09 0.6669
H -4.646227 2.674675 0.670317 0.00 0.42 0.29 -0.1391
H -2.599527 1.399093 -1.034563 0.19 -0.34 -0.40 -0.4566
H -3.696283 0.464932 -0.052499 -0.12 0.36 0.55 -0.1117
H -5.649596 1.288962 -1.200464 -0.11 0.07 -0.06 0.4202
H -4.453711 0.633388 -2.342100 -0.49 -0.18 -0.32 0.3214
H -2.564012 2.478406 -3.163652 -0.20 0.11 0.25 0.1224
H -3.532666 3.691781 -4.074165 0.47 -0.01 -0.22 0.4235
H -3.760167 1.986069 -4.363650 0.03 -0.10 -0.13 0.4008
H -6.948926 2.991039 -2.657913 0.32 -0.19 0.87 0.4310
H -6.344975 2.210377 -3.992860 0.44 0.27 -0.65 0.3894
H -6.252131 4.038466 -3.715360 0.80 -0.23 -0.63 0.3653
H -3.676970 5.350182 -2.663101 0.41 0.25 -0.34 0.3746
O 4.014702 -0.424637 -4.248040 1.01 -1.15 -0.95 -0.5785
C 4.389918 -1.480721 -4.707500 -1.88 -0.18 0.68 0.7933
O 5.494051 -2.126876 -4.519425 3.77 0.63 2.25 -0.3657
C 5.477304 -3.480308 -4.903414 1.89 -0.42 0.36 -0.2935
C 4.110547 -3.688722 -5.404215 0.06 1.62 -0.87 0.3796
F 3.383191 -4.354156 -4.519009 -0.84 -0.71 0.88 -0.2268
O 3.652058 -2.317542 -5.434154 -2.82 -1.14 -1.99 -0.3219
H 6.341084 -3.653918 -5.545162 -0.44 0.17 -0.67 0.3531
H 5.666302 -4.190040 -4.098025 -0.15 0.52 0.64 0.0598
H 4.077698 -4.239991 -6.343973 -0.52 0.69 -0.30 0.2739
O 0.799363 4.950932 -1.373775 4.29 -0.37 -1.40 -0.5153
C 2.044408 5.063268 -1.457988 -5.14 1.09 2.56 0.5746
O 2.937803 4.162873 -1.169400 0.82 -2.83 0.00 -0.1545
C 4.213100 4.753343 -1.194813 1.59 0.44 1.44 -0.5592
C 3.934757 6.207582 -0.809763 -1.24 -2.32 -2.77 0.2479
F 4.844125 6.947404 -1.478216 -0.51 0.81 0.75 -0.2614
O 2.633644 6.243967 -1.443931 0.18 3.35 -0.46 -0.3599
H 4.915638 4.421999 -0.430114 -0.42 -1.13 -0.05 0.3227
H 4.683130 4.637171 -2.171386 -0.15 0.37 -0.02 0.3258
H 3.757554 6.411872 0.246159 0.68 0.52 -0.09 0.3384
O 1.436986 -0.901069 1.723673 1.46 1.52 -4.38 -0.6576
C 1.655743 -0.513492 0.550542 -1.51 -3.54 3.29 0.5988
O 1.980630 -1.302383 -0.507663 -0.54 -1.11 1.05 -0.1934
C 2.057187 -0.482431 -1.649607 2.02 0.93 -1.03 -0.4490
C 1.195777 0.685817 -1.282947 1.80 -0.99 -0.71 0.0894
F -0.067927 0.314532 -1.600296 -1.30 0.54 0.41 -0.2241
O 1.436799 0.690613 0.092014 -1.38 3.13 0.70 -0.2387
H 3.107341 -0.191802 -1.678182 0.10 0.47 -0.32 0.3882
H 1.873076 -0.875852 -2.649319 -0.51 -0.85 0.55 0.2011
H 1.448268 1.632831 -1.759954 -0.20 0.06 0.43 0.3266
O 0.955674 -2.930591 -3.806979 -3.46 1.12 0.30 -0.5956
C -0.192481 -2.529923 -3.520059 5.26 -1.80 -5.32 0.5946
O -1.147753 -2.195983 -4.405748 -0.33 1.13 -0.88 -0.3579
C -2.177711 -1.449400 -3.698414 0.01 -0.47 -1.10 -0.3201
C -1.953355 -1.950096 -2.342836 -0.52 -1.22 1.65 1.0356
F -2.686141 -3.088921 -2.132656 -0.18 -0.61 -0.13 -0.3539
O -0.573524 -2.384107 -2.351478 -2.89 1.61 5.88 -0.1781
H -2.130508 -0.360782 -3.726056 0.73 0.02 -0.44 0.1851
H -3.154980 -1.736827 -4.086279 0.13 -0.15 0.07 0.3450
H -2.304102 -1.324734 -1.521863 1.18 0.44 0.06 -0.2309

---

(2)
77
Properties=species:S:1:pos:R:3:forces:R:3:mulliken_charge:R:1 method="wB97M-V/def2-TZVPD" multiplicity=1 e_tot_ha=-2175.15603 total_charge=+1 e_lumo_ha=-0.13429 mol_weight_g_mol=719.58 homo_lumo_gap_ev=6.87 homo_ev=-10.52
Rh 0.122633 -0.246935 -0.296639 -0.83 -0.36 0.23 -1.1650
C -1.606120 -1.493610 3.349948 0.00 0.05 0.12 -1.4805
C -0.678885 -2.407373 3.849410 0.14 -0.14 0.08 -0.4921
C 0.587828 -2.431789 3.318880 -0.06 -0.18 0.36 -0.8304
C 0.929519 -1.586130 2.261175 0.89 0.34 -0.08 0.2109
N -0.012305 -0.806556 1.707138 -0.26 -0.50 -0.92 1.0804
C -1.236282 -0.730279 2.280034 0.12 0.12 0.05 -0.2728
N 2.271012 -1.553176 1.916976 -1.05 -0.77 0.68 -0.3790
C 2.781459 -0.807623 1.013833 0.52 0.58 -0.57 0.0320
N 2.187958 0.011834 0.087559 0.84 0.61 0.11 0.2438
C 3.166396 0.383942 -0.826015 0.32 -0.33 1.33 -0.6890
N 3.085040 0.987261 -1.934081 -0.69 0.62 -1.22 -0.3844
C 1.937986 1.629036 -2.421006 0.47 -0.28 0.48 0.0724
C 2.192205 2.487689 -3.487527 0.18 0.23 -0.28 -0.5837
C 1.233033 3.373230 -3.918514 0.19 0.00 -0.11 -0.6352
C 0.025332 3.397012 -3.242217 -0.11 0.04 0.05 -1.2570
C -0.179570 2.469362 -2.248756 0.02 -0.24 -0.02 -0.6193
N 0.715590 1.540634 -1.867113 -0.01 -0.52 -0.13 0.4601
C 4.490593 -0.140530 -0.360660 -0.46 0.36 -0.52 0.8747
C 5.748166 -0.046228 -0.912130 0.29 0.06 -0.07 -0.3331
C 6.782257 -0.706564 -0.249492 -0.08 0.08 -0.11 -0.6633
C 6.540144 -1.429312 0.917460 -0.09 -0.02 0.07 -0.6415
C 5.256572 -1.516438 1.451918 0.21 -0.13 0.18 -0.2243
C 4.253488 -0.854417 0.779793 -0.61 -0.22 0.39 0.1631
H -2.596810 -1.391127 3.771822 0.05 0.00 -0.03 0.5184
H -0.944244 -3.069069 4.665081 0.03 0.02 -0.03 0.4557
H 1.370594 -3.069374 3.706876 -0.06 0.02 0.00 0.5674
H -1.911111 -0.019773 1.838071 0.03 -0.10 0.02 0.7215
H 3.185491 2.457174 -3.912781 -0.04 0.03 0.00 0.5352
H 1.433434 4.057704 -4.733104 0.01 -0.04 0.02 0.4272
H -0.751061 4.112173 -3.478788 0.02 -0.03 0.01 0.4690
H -1.102008 2.480815 -1.713207 -0.14 -0.10 0.05 0.9562
H 5.913937 0.522288 -1.818404 0.03 -0.05 0.01 0.5598
H 7.788909 -0.664788 -0.646624 -0.04 0.02 0.01 0.4245
H 7.363345 -1.931394 1.410775 -0.03 0.02 -0.02 0.4334
H 5.048226 -2.078272 2.355495 0.02 0.03 -0.09 0.5447
F -5.134234 -1.709369 0.118721 0.03 0.01 0.00 -0.3638
C -3.859092 -2.083305 -0.092023 -0.16 0.11 0.03 -0.0636
C -2.894507 -1.096809 -0.149677 -0.01 -0.20 -0.12 -0.3182
C -1.568941 -1.432185 -0.382016 -0.10 0.45 -0.41 0.5462
C -1.245842 -2.799003 -0.460482 0.17 -0.02 -0.10 0.7972
C -2.263261 -3.745498 -0.417680 0.08 -0.15 0.09 0.5358
F -1.963792 -5.048756 -0.559143 -0.01 0.01 0.01 -0.3607
C -3.587490 -3.422442 -0.242159 -0.09 -0.10 0.04 -0.8527
C 0.163919 -3.136595 -0.662147 -0.19 0.00 -0.09 0.6193
C 0.764644 -4.369511 -0.432948 0.09 -0.08 -0.14 -1.1346
C 2.094527 -4.546014 -0.772211 -0.04 -0.03 0.03 -0.5752
C 2.793580 -3.503851 -1.366891 0.01 -0.21 -0.07 -0.8437
C 2.162478 -2.290984 -1.490020 -0.08 0.19 -0.24 -0.3402
N 0.894165 -2.093488 -1.107109 0.08 0.68 0.88 0.4908
H -3.228241 -0.092622 0.023766 -0.03 0.22 -0.05 0.7635
H -4.358551 -4.179226 -0.213033 0.03 0.03 -0.01 0.5464
H 0.192197 -5.169416 0.007378 0.02 -0.01 -0.04 0.5348
H 2.579804 -5.496770 -0.587494 -0.04 0.04 -0.01 0.4502
H 3.814801 -3.615465 -1.706683 -0.05 0.01 0.05 0.4946
H 2.674782 -1.439784 -1.915344 -0.06 -0.15 0.00 0.6490
C -3.219275 1.521212 -1.860335 -0.01 0.10 0.23 -1.3063
N -3.163005 2.290039 -0.615272 0.24 -0.10 0.13 0.2314
C -4.314424 3.186995 -0.448082 0.07 -0.10 -0.01 -0.7042
C -3.973185 4.344942 0.453512 0.04 0.08 -0.07 -0.7171
C -3.446699 3.788806 1.749969 0.13 -0.11 0.06 -0.5980
N -2.325688 2.888100 1.486396 -0.11 0.04 0.07 0.2352
C -1.354358 2.742784 2.568430 -0.12 0.07 -0.06 -1.0363
C -2.209402 2.138433 0.358294 0.16 0.11 0.26 0.5582
O -1.214725 1.373402 0.290891 -0.07 0.07 -0.53 -0.4870
H -3.174708 2.201127 -2.711857 0.01 0.03 -0.01 0.5462
H -4.157766 0.968359 -1.910178 -0.04 -0.02 0.03 0.3711
H -2.404899 0.818281 -1.927184 0.21 -0.17 0.04 0.2829
H -5.162416 2.623575 -0.046855 -0.02 -0.04 -0.01 0.3152
H -4.597341 3.536958 -1.439507 0.01 0.00 -0.05 0.3859
H -4.854498 4.959744 0.630808 0.00 -0.01 -0.01 0.3740
H -3.208946 4.968328 -0.016795 -0.03 0.03 0.01 0.2847
H -4.237403 3.260160 2.290670 -0.02 -0.02 0.04 0.2936
H -3.083690 4.584291 2.397513 0.03 0.03 0.04 0.3665
H -1.031877 3.732107 2.892649 -0.01 0.01 -0.01 0.4532
H -0.492489 2.186509 2.223849 0.04 -0.02 -0.02 0.1653
H -1.796871 2.227570 3.425080 -0.02 0.00 -0.03 0.3109

---

(3)
15
Properties=species:S:1:pos:R:3:forces:R:3:mulliken_charge:R:1 method="wB97M-V/def2-TZVPD" multiplicity=1 e_tot_ha=-287.81044 total_charge=0 e_lumo_ha=0.03184 mol_weight_g_mol=87.12 homo_lumo_gap_ev=10.47 homo_ev=-9.61 smiles="CCC(=O)NC"
C -1.986891 -0.903563 0.948298 0.90 -1.40 -0.44 -1.0048
C -1.124430 -0.872979 -0.335651 -0.82 -0.48 -0.01 -0.6010
C -0.065635 0.184135 -0.406629 0.27 0.56 -0.26 0.6466
O -0.182372 1.202000 -1.073256 0.00 -0.28 0.42 -0.6329
N 1.048822 -0.086961 0.346645 -0.09 -0.40 -0.21 -0.2013
C 2.247915 0.711330 0.222721 0.27 0.24 1.28 -0.8759
H -2.711316 -1.705250 0.776760 -0.52 0.56 -0.02 0.3212
H -2.417584 0.063413 1.158322 -0.25 0.05 0.18 0.3277
H -1.436065 -1.326242 1.790287 0.25 0.63 0.20 0.2792
H -0.664157 -1.850739 -0.515443 -0.01 0.00 0.22 0.3175
H -1.833744 -0.742538 -1.151752 0.29 0.32 -0.21 0.2771
H 1.189711 -1.064683 0.562968 -0.15 0.26 0.16 0.2610
H 2.047529 1.519322 -0.472092 0.38 -0.24 -0.45 0.3395
H 2.529915 1.188817 1.173596 -0.48 0.04 -0.01 0.2664
H 3.109932 0.065084 0.059842 -0.04 0.14 -0.87 0.2797

---

(4)
30
Properties=species:S:1:pos:R:3:forces:R:3:mulliken_charge:R:1 method="wB97M-V/def2-TZVPD" multiplicity=2 e_tot_ha=-7136.84444 total_charge=-1 e_lumo_ha="0.08425 / 0.08089" mol_weight_g_mol=612.93 homo_lumo_gap_ev="2.24 / 9.01" homo_ev="0.05 / -6.81"
C 0.020201 3.991113 1.132042 0.29 0.32 -1.08 0.7061
Cl -1.036270 4.208598 2.497629 -0.14 -0.22 0.30 -0.1507
Cl 1.645324 3.400912 1.635290 -0.91 0.44 -0.42 -0.1198
Cl 0.045009 5.506112 0.169701 0.57 0.24 0.43 -0.1491
H -0.418745 3.360155 0.359175 0.17 -0.75 0.74 -0.3648
C -1.166011 -0.639802 -1.028661 0.39 -0.59 1.12 0.5551
Cl 0.172645 -1.733314 -1.436738 0.87 -1.86 -0.20 -0.2918
Cl -2.042053 -0.150023 -2.511285 -1.72 0.77 -2.34 -0.6030
Cl -0.348161 0.694012 -0.230676 0.38 1.73 1.33 -0.2210
H -1.882632 -1.096766 -0.346222 0.25 -0.17 0.07 -0.2447
C 3.468388 -0.450187 -1.108941 -0.53 0.05 0.34 0.4185
Cl 3.357996 1.185379 -1.882798 0.27 -1.23 0.49 -0.1194
Cl 4.696941 -0.637227 0.110390 0.97 0.87 0.90 -0.1593
Cl 3.781561 -1.787444 -2.192444 -0.50 0.09 -0.95 -0.1134
H 2.560312 -0.637018 -0.535729 -0.29 0.23 -0.75 -0.0732
C -1.581086 3.279856 -3.078917 -0.02 -0.22 -0.81 -0.2458
Cl 0.154850 3.433246 -2.767437 0.16 -0.15 0.47 -0.1472
Cl -2.663616 3.294639 -1.666008 0.47 0.38 -0.25 -0.1497
H -1.748769 4.101336 -3.775439 -0.65 -0.03 0.45 0.3534
H -1.750055 2.329961 -3.586112 0.05 0.01 0.21 0.1430
C 1.197576 -4.500239 1.134843 0.18 0.30 0.42 -0.1081
Cl 1.716514 -6.013989 0.385051 -0.37 -0.10 -0.12 -0.1911
Cl 2.620423 -3.509873 1.455675 0.30 0.45 0.08 -0.1168
H 0.544271 -3.902848 0.498889 0.02 -0.41 -0.12 0.1194
H 0.761701 -4.699369 2.113857 -0.13 -0.17 -0.37 0.2818
C -2.448318 -1.754466 3.055613 -0.18 -0.66 0.46 -0.3527
Cl -3.471325 -1.789453 1.626311 -0.18 0.19 -0.07 -0.1449
Cl -0.730843 -2.132307 2.637221 -0.83 0.48 0.49 -0.0998
H -2.603326 -0.832498 3.616026 0.66 0.29 -0.60 0.3073
H -2.852501 -2.518494 3.719692 0.48 -0.27 -0.21 0.2818